1.
Computed, not measured: C39H38ClInN5O4 as an isolated structure, with wB97M-V/def2-TZVPD.

Structure (XYZ):
```
88
Properties=species:S:1:pos:R:3:forces:R:3:lowdin_charge:R:1
In 1.08546 0.98080 -1.81752 -0.029 -0.030 -0.048 0.89
C -3.86060 -3.25877 2.28880 0.022 0.008 0.008 -0.04
C -2.66787 -2.68207 1.57936 -0.057 0.020 0.031 -0.26
C -1.68206 -3.45652 1.06563 0.021 -0.020 -0.104 0.01
C -0.54242 -2.88254 0.40574 -0.122 0.097 -0.006 -0.11
C 0.60829 -3.52506 -0.00939 0.075 -0.094 0.069 -0.02
N 0.87710 -4.81595 -0.19918 -0.106 0.053 -0.078 0.05
C -0.08468 -5.90391 -0.37657 -0.019 -0.032 0.037 -0.15
C -1.13788 -5.62484 -1.45118 0.079 0.014 0.083 -0.16
C -0.62129 -5.55705 -2.88854 0.039 0.000 -0.046 -0.15
N 0.22359 -4.40214 -3.20429 0.020 -0.031 0.049 0.07
C -0.07946 -3.11524 -3.26133 -0.069 0.101 0.039 0.00
C -1.27084 -2.42062 -3.07458 0.105 -0.096 0.004 -0.10
C -2.55376 -3.00166 -2.84066 -0.126 0.057 -0.007 0.01
C -3.65189 -2.24942 -2.56520 0.053 -0.125 -0.006 -0.25
C -5.00858 -2.84852 -2.32380 0.010 0.020 -0.015 -0.04
C -3.47487 -0.84330 -2.50175 0.015 0.085 -0.022 0.05
C -2.27833 -0.21395 -2.69875 -0.097 0.035 0.022 -0.10
C -2.25520 1.23994 -2.50842 0.025 -0.040 -0.039 -0.09
N -1.25936 1.88805 -2.07386 0.037 0.054 -0.026 -0.03
C -1.45114 3.32544 -1.83644 -0.053 -0.007 0.056 -0.21
C -2.39464 3.63457 -0.66934 0.003 -0.069 -0.054 -0.17
C -1.98101 3.03336 0.67144 0.012 -0.008 0.004 -0.21
N -2.30888 1.61604 0.72949 -0.035 0.044 0.034 0.08
C -1.33605 0.81786 0.81667 0.048 -0.052 0.001 -0.13
C -1.49877 -0.64557 0.86995 0.050 0.043 -0.036 -0.10
C -2.53933 -1.25698 1.48732 -0.030 -0.022 0.034 0.06
C -0.50353 -1.44402 0.19316 -0.022 -0.142 -0.008 -0.30
O 0.31419 -0.94368 -0.61385 0.088 0.134 0.061 -0.18
C -1.10173 -0.97509 -3.05461 0.101 -0.042 -0.123 -0.33
O -0.00431 -0.42815 -3.34796 -0.090 0.012 0.058 -0.20
H -3.86032 -4.34710 2.24625 0.006 -0.003 0.001 0.08
H -4.79141 -2.90209 1.84397 -0.001 0.001 -0.003 0.08
H -3.87070 -2.96211 3.33910 -0.011 0.002 0.003 0.09
H -1.75636 -4.52828 1.19256 0.053 -0.026 0.013 0.11
H 1.44740 -2.86683 -0.21221 0.009 0.005 -0.028 0.15
H 1.83645 -5.02999 -0.41257 -0.002 -0.027 0.018 0.15
H -0.57206 -6.12967 0.57320 -0.015 0.029 -0.034 0.11
H 0.49400 -6.79095 -0.63540 0.019 0.006 -0.018 0.13
H -1.67991 -4.71655 -1.19714 0.001 0.021 0.011 0.08
H -1.86758 -6.43722 -1.41582 0.014 -0.015 0.023 0.13
H -1.45117 -5.58426 -3.59461 -0.047 -0.002 0.033 0.12
H -0.01531 -6.43937 -3.09866 -0.002 0.012 -0.020 0.13
H 1.18826 -4.61595 -3.39756 -0.009 0.009 0.000 0.15
H 0.77237 -2.47263 -3.46321 -0.001 -0.018 -0.018 0.15
H -2.67945 -4.07277 -2.89810 0.006 0.020 -0.041 0.10
H -4.96837 -3.93684 -2.34791 0.006 -0.002 -0.002 0.08
H -5.72370 -2.52341 -3.08140 -0.007 0.005 0.006 0.09
H -5.40276 -2.54730 -1.35169 -0.001 0.004 0.006 0.08
H -4.34036 -0.22900 -2.26737 -0.001 -0.004 0.010 0.14
H -3.20378 1.75383 -2.70197 -0.018 -0.035 0.015 0.14
H -1.83827 3.79917 -2.74262 0.030 0.001 -0.017 0.12
H -0.46788 3.75687 -1.64039 0.004 -0.005 0.005 0.07
H -3.40208 3.28365 -0.90912 0.000 0.030 0.020 0.11
H -2.45353 4.72120 -0.57722 0.006 0.010 0.013 0.12
H -2.53753 3.53125 1.46786 -0.014 0.013 -0.010 0.12
H -0.90924 3.20966 0.85041 -0.010 -0.011 0.007 0.10
H -0.29747 1.16817 0.84632 -0.018 0.000 0.013 0.09
H -3.30129 -0.63217 1.94232 -0.001 0.004 -0.001 0.13
Cl 8.04259 4.29563 0.77830 -0.008 -0.002 -0.007 0.69
C 6.33439 4.10596 1.00522 0.003 0.000 -0.018 -0.66
C 5.78603 4.24651 2.20521 -0.003 0.003 -0.002 -0.06
C 4.31058 4.10713 2.41761 0.017 0.003 0.005 -0.14
C 3.52622 3.53886 1.18048 0.000 -0.006 0.020 -0.24
C 4.25350 3.55053 -0.12849 -0.009 -0.009 0.001 -0.03
C 5.55705 3.79411 -0.19916 0.022 0.010 0.012 -0.08
C 2.39782 1.28846 2.14690 0.029 -0.026 0.030 -0.40
O 1.95543 1.54831 3.40411 -0.029 0.014 -0.004 0.10
O 1.86549 0.47316 1.45054 0.025 -0.016 -0.021 0.09
H 6.39818 4.49789 3.06254 -0.010 0.003 0.013 0.12
H 3.91091 5.03085 2.83966 0.000 0.001 -0.004 0.16
H 3.70471 3.27167 -1.01919 -0.001 0.000 -0.008 0.09
H 6.08478 3.75549 -1.14207 0.003 -0.002 -0.002 0.11
C 1.61805 4.64377 -0.00791 0.000 0.033 0.004 0.08
C 2.14819 4.16958 1.12028 0.012 -0.012 0.020 -0.20
C 1.40865 4.41658 2.37230 -0.003 0.010 -0.018 -0.03
C 1.60334 3.89720 3.58149 0.010 -0.011 0.011 0.03
C 2.56624 2.77658 3.89560 -0.004 0.016 -0.025 -0.34
C 3.95229 2.82391 3.19320 -0.023 -0.009 0.027 -0.09
C 3.61655 2.12115 1.88009 0.002 0.042 -0.001 -0.04
C 2.71870 2.62751 5.34834 0.029 -0.030 -0.028 -0.12
N 2.87419 2.53613 6.48020 -0.012 0.016 0.036 0.20
H 2.10238 4.56411 -0.96936 0.007 -0.004 -0.005 0.07
H 0.66855 5.16469 0.01839 0.001 0.002 0.001 0.07
H 0.60103 5.13455 2.27786 -0.004 -0.002 -0.003 0.12
H 0.96070 4.20533 4.39590 -0.001 0.002 0.002 0.13
H 4.71768 2.38812 3.83244 0.012 0.004 -0.011 0.16
H 4.40764 1.52590 1.43219 -0.016 -0.018 -0.002 0.18
```
Forces are in eV/Å.

Properties
Charge: +1
F_max (Eh/bohr): 0.0033
Total energy (eV): -74388.8594
Frontier orbital gap (eV): 6.74

2.
Computed, not measured: C39H39Cl2I2N6OPRu as an isolated structure in a non-equilibrium geometry, with wB97M-V/def2-TZVPD.

Structure (XYZ):
```
91
Properties=species:S:1:pos:R:3:forces:R:3:mulliken_spin:R:1
Ru -0.45920 0.14992 0.39745 -2.575 0.848 1.525 0.28
I -2.01471 3.38094 4.55098 0.260 -0.098 0.051 0.00
C -0.20483 2.36959 4.21927 -0.574 0.073 -0.236 0.00
C 0.81673 2.42221 5.15356 0.291 -0.243 -0.119 0.00
C 1.99368 1.74514 4.91818 0.259 0.177 0.611 0.00
I 3.46904 1.77739 6.43514 -0.191 0.024 -0.227 0.00
C 2.21544 1.04880 3.71619 -0.143 -0.020 -0.169 -0.01
C 3.41119 0.39457 3.35059 0.029 -0.106 -0.392 0.01
C 3.52913 -0.15282 2.09556 0.287 0.142 0.392 -0.01
C 2.45401 -0.08909 1.21023 -0.349 0.162 0.034 0.00
N 1.29461 0.44900 1.55414 1.431 -0.780 -0.392 0.03
C 1.15631 1.02137 2.76697 0.102 0.075 0.115 -0.01
C -0.12460 1.64264 3.01322 -0.399 0.390 0.304 0.01
O -1.09114 1.56420 2.19169 0.938 -1.019 -1.203 0.00
H 0.68696 2.99084 6.06360 -0.026 -0.026 0.019 0.00
H 4.24454 0.35516 4.03817 -0.028 0.042 0.068 0.00
H 4.45691 -0.61210 1.77992 -0.016 -0.037 -0.007 0.00
H 2.51629 -0.47158 0.19854 0.012 -0.026 0.012 0.02
C -0.54706 -3.08274 3.36918 -0.378 -0.154 0.124 0.00
C -1.89535 -3.44017 3.37908 0.365 0.133 0.014 0.00
C -2.75413 -2.76049 2.54668 -0.148 0.019 -0.097 0.00
C -2.28793 -1.73762 1.71362 0.536 -0.195 0.199 -0.01
N -0.96047 -1.41810 1.68789 -0.664 -0.462 0.224 0.00
C -0.14446 -2.07925 2.51796 0.276 0.036 0.055 0.00
C -3.13129 -0.92539 0.85939 -0.561 0.478 -0.648 0.00
C -4.52328 -1.07427 0.78996 0.172 -0.109 0.174 0.00
C -5.27722 -0.23678 -0.00760 -0.279 -0.065 -0.023 0.00
C -4.65838 0.78209 -0.72444 0.356 0.065 0.163 0.00
C -3.28163 0.95173 -0.63743 -0.431 0.221 -0.085 0.03
C -2.48759 0.08889 0.11075 0.992 -0.985 0.076 0.02
H 0.16905 -3.56734 4.01745 0.048 0.032 -0.017 0.00
H -2.25299 -4.21620 4.04290 -0.051 -0.032 -0.038 0.00
H -3.80622 -3.00620 2.53372 -0.001 0.018 0.025 0.00
H 0.89844 -1.78727 2.50832 -0.032 0.059 -0.087 0.00
H -5.02677 -1.83764 1.37287 -0.038 0.005 -0.017 0.00
H -6.35440 -0.35116 -0.04563 0.013 -0.051 -0.024 0.00
H -5.24590 1.45724 -1.33564 -0.034 0.010 0.013 0.00
H -2.82243 1.78138 -1.15389 0.003 -0.082 -0.004 -0.01
Cl -1.59973 1.96524 -3.36853 -0.102 -0.176 -0.239 0.00
C -0.72656 3.18437 -2.47685 0.128 0.210 0.150 0.03
C -0.69930 4.46256 -2.98255 0.058 -0.064 0.017 0.00
C 0.08120 5.44019 -2.38112 -0.024 0.285 -0.098 -0.01
C 0.85951 5.09105 -1.28184 -0.040 -0.148 -0.078 0.00
C 0.81678 3.82056 -0.76052 -0.262 -0.055 -0.353 0.03
Cl 1.88703 3.43940 0.54534 0.173 -0.146 0.316 0.00
C -0.03502 2.76677 -1.27833 -0.265 -0.203 0.259 -0.03
N -0.16344 1.56756 -0.79301 0.585 0.992 -1.114 0.64
H -1.27848 4.69140 -3.86824 -0.011 -0.038 -0.016 0.00
H 0.09390 6.45020 -2.76702 0.019 -0.006 -0.014 0.00
H 1.52142 5.82139 -0.83400 0.000 -0.034 0.077 0.00
C -0.51505 -4.68344 -0.30878 -0.001 -0.004 0.010 0.00
N 0.13121 -3.64598 -1.10014 0.019 0.095 0.190 0.00
C 1.36201 -3.16290 -0.49244 -0.062 -0.028 -0.114 0.00
C -0.67657 -2.66570 -1.66291 0.030 -0.204 -0.167 0.00
N -0.41631 -1.42949 -1.48228 -0.085 1.110 0.819 -0.02
N -1.71873 -3.14960 -2.44023 0.048 -0.028 0.004 0.00
C -2.73203 -2.20987 -2.87523 -0.061 0.014 0.088 0.00
C -1.46262 -4.21693 -3.39014 -0.056 0.008 0.008 0.00
H -0.66904 -4.35193 0.72679 -0.023 -0.006 -0.027 0.00
H 0.12183 -5.57044 -0.29385 -0.041 -0.026 0.005 0.00
H -1.48110 -4.94171 -0.73488 0.010 -0.008 -0.016 0.00
H 2.00054 -4.02391 -0.28816 0.022 0.013 0.002 0.00
H 1.17231 -2.62103 0.43907 0.057 -0.017 -0.066 0.00
H 1.86350 -2.48868 -1.18462 0.042 0.018 0.047 0.00
H -0.96125 -0.80148 -2.06507 0.027 -0.061 -0.087 0.01
H -2.98921 -1.53214 -2.06032 -0.012 0.009 -0.045 0.00
H -3.62562 -2.77307 -3.14906 -0.007 0.024 -0.010 0.00
H -2.41667 -1.62425 -3.74980 0.027 0.029 0.027 0.00
H -0.62089 -4.81843 -3.06166 0.005 -0.017 0.004 0.00
H -1.23672 -3.81178 -4.38598 0.019 0.002 0.017 0.00
H -2.34707 -4.85255 -3.48109 0.025 -0.014 0.009 0.00
C 2.48478 1.92815 -3.23610 0.003 -0.146 0.203 0.00
P 2.10041 0.21724 -2.61818 0.459 0.165 -0.435 -0.01
C 1.27918 -0.39752 -4.15625 0.070 -0.058 0.263 0.00
C 3.81050 -0.43439 -2.89326 -0.134 0.009 0.034 0.00
C 4.82916 0.16248 -2.14392 0.010 -0.043 -0.009 0.00
C 6.15317 -0.20535 -2.31339 0.003 0.000 0.055 0.00
C 6.48702 -1.20150 -3.22289 0.024 -0.001 -0.047 0.00
C 5.48250 -1.83591 -3.93604 0.012 -0.076 0.012 0.00
C 4.15440 -1.45983 -3.76980 0.025 0.015 0.011 0.00
H 2.91352 2.51714 -2.42559 -0.035 0.066 -0.008 0.00
H 1.56211 2.41321 -3.55030 -0.058 0.048 0.038 0.00
H 3.19232 1.89110 -4.06592 -0.050 -0.001 -0.051 0.00
H 1.87132 -0.20220 -5.05255 0.021 -0.011 0.001 0.00
H 0.32776 0.12802 -4.23368 -0.051 -0.032 -0.012 0.00
H 1.08138 -1.46636 -4.06102 -0.051 -0.025 -0.078 0.00
H 4.56936 0.93780 -1.42988 0.050 0.022 0.003 0.00
H 6.92695 0.28372 -1.73396 0.005 0.013 -0.015 0.00
H 7.52330 -1.47239 -3.38172 0.000 -0.041 0.049 0.00
H 5.73098 -2.62913 -4.63160 0.007 0.015 -0.011 0.00
H 3.38786 -1.96644 -4.34354 -0.004 0.034 -0.021 0.00
```
Forces are in eV/Å.

Properties
Charge: -1
2S+1: 2
<S²>: 0.77
F_max (Eh/bohr): 0.0605
Total energy (eV): -105182.6745
Frontier orbital gap (alpha / beta) (eV): 5.28 / 5.02